Entry 1:
104
Properties=species:S:1:pos:R:3 method="wB97M-V/def2-TZVPD" e_tot_ev=-134847.7056 max_force_ev_per_a=2.2 de_lowest_kj_mol=139.9 orbital_gap_ev=4.42 multiplicity=1 total_charge=-2 lumo_energy_ev=3.3
Cs 1.046 -0.453 -0.661
C 2.892 2.549 0.038
C 2.701 2.148 1.381
C 3.427 0.926 1.562
C 4.034 0.638 0.313
C 3.716 1.627 -0.622
C 4.242 1.746 -2.038
C 4.771 0.403 -2.545
C 3.143 2.226 -2.990
C 5.392 2.766 -2.080
C 3.803 0.087 2.790
C 2.698 -0.108 3.834
C 5.030 0.707 3.481
C 4.203 -1.335 2.363
C 1.820 2.966 2.328
C 1.365 4.272 1.656
C 0.523 2.219 2.686
C 2.567 3.396 3.598
H 2.491 3.445 -0.414
H 4.667 -0.213 0.110
H 3.997 -0.366 -2.532
H 5.597 0.046 -1.927
H 5.135 0.495 -3.573
H 2.284 1.553 -2.987
H 3.516 2.295 -4.017
H 2.784 3.214 -2.697
H 6.204 2.442 -1.426
H 5.047 3.737 -1.722
H 5.785 2.885 -3.095
H 2.360 0.823 4.282
H 3.076 -0.741 4.644
H 1.837 -0.611 3.392
H 4.812 1.697 3.877
H 5.842 0.813 2.760
H 5.375 0.075 4.307
H 3.416 -1.814 1.780
H 4.388 -1.949 3.250
H 5.114 -1.339 1.767
H 0.773 4.074 0.763
H 2.218 4.888 1.369
H 0.744 4.844 2.354
H -0.075 2.081 1.781
H -0.077 2.796 3.401
H 0.703 1.234 3.102
H 3.450 3.976 3.322
H 2.906 2.555 4.199
H 1.926 4.021 4.229
Br -9.869 -1.130 0.234
C -8.783 -0.302 -1.086
C -9.093 -0.451 -2.425
C -8.295 0.171 -3.372
C -7.178 0.912 -2.997
C -6.885 1.051 -1.638
C -7.687 0.456 -0.688
N -6.533 1.688 -4.001
N -5.285 1.876 -4.030
C -4.328 1.135 -3.385
C -4.452 -0.200 -2.964
C -3.427 -0.909 -2.397
C -2.142 -0.327 -2.174
O -1.189 -0.914 -1.633
C -1.976 1.067 -2.642
N -0.767 1.625 -2.413
C -0.562 2.855 -2.819
C -1.541 3.612 -3.483
C -2.778 3.070 -3.695
C -3.038 1.752 -3.263
H -9.950 -1.037 -2.729
H -8.533 0.094 -4.425
H -6.024 1.626 -1.321
H -7.460 0.572 0.363
H -5.387 -0.715 -3.145
H -3.534 -1.953 -2.133
H 0.415 3.277 -2.613
H -1.309 4.620 -3.807
H -3.565 3.628 -4.182
Te 0.816 -4.180 -2.156
C 2.187 -5.747 -2.565
C 3.569 -5.542 -2.475
C 4.475 -6.553 -2.751
C 4.032 -7.815 -3.129
C 2.665 -8.038 -3.221
C 1.763 -7.023 -2.943
H 3.930 -4.563 -2.181
H 5.538 -6.349 -2.670
H 4.738 -8.608 -3.348
H 2.293 -9.015 -3.514
H 0.700 -7.216 -3.022
N -0.165 -1.619 2.256
C -1.141 -1.349 2.807
N -2.280 -1.034 3.391
C -3.559 -1.242 2.726
C -4.472 -2.005 3.673
O -4.572 -1.342 4.924
C -3.311 -1.242 5.559
C -2.339 -0.434 4.711
H -3.392 -1.787 1.798
H -4.004 -0.270 2.482
H -4.083 -3.021 3.824
H -5.483 -2.068 3.271
H -2.902 -2.247 5.734
H -3.483 -0.758 6.521
H -1.338 -0.424 5.141
H -2.692 0.601 4.628


Entry 2:
7
Properties=species:S:1:pos:R:3 method="wB97M-V/def2-TZVPD" e_tot_ev=-18508.7834 max_force_ev_per_a=2.8 de_lowest_kj_mol=292.4 orbital_gap_ev="8.74 / 8.84" multiplicity=1 lumo_energy_ev="-1.0 / -0.9"
C -0.204 0.036 0.155
F -4.738 0.155 1.127
F -4.216 1.136 -0.963
F -4.592 -1.196 -0.779
P -3.724 -0.093 0.002
H -0.657 -0.961 0.436
H -0.549 0.490 -0.803


Entry 3:
105
Properties=species:S:1:pos:R:3 method="wB97M-V/def2-TZVPD" e_tot_ev=-98351.1893 max_force_ev_per_a=3.2 orbital_gap_ev=6.80 multiplicity=1 smiles="CCN(CC)C(=S)SCCC[Si@H](I)P(N)O.COCCOCCOC.COCCOCCOC.COCCOCCOC" lumo_energy_ev=-0.9
C 2.085 -1.158 -1.631
C 2.408 -1.511 -3.231
N 1.552 -0.708 -4.185
C 1.619 -1.212 -5.609
C 0.064 -1.694 -5.994
C 1.781 0.783 -4.074
S 3.210 1.559 -3.575
S 0.290 1.885 -4.511
C -0.585 2.304 -2.908
C -1.739 1.234 -2.445
C -2.722 0.714 -3.652
Si -3.749 -0.827 -3.032
I -3.945 -0.689 -0.528
P -2.740 -2.745 -3.512
N -3.732 -4.089 -2.816
O -1.139 -2.723 -2.786
H 2.856 -1.782 -1.009
H 0.990 -1.513 -1.360
H 2.201 -0.022 -1.377
H 2.076 -2.650 -3.355
H 3.559 -1.488 -3.460
H 2.375 -2.095 -5.786
H 1.939 -0.347 -6.345
H -0.224 -1.463 -7.105
H -0.642 -1.067 -5.264
H -0.095 -2.825 -5.682
H -0.996 3.397 -3.004
H 0.232 2.312 -2.039
H -1.213 0.373 -1.834
H -2.432 1.810 -1.663
H -3.517 1.550 -3.885
H -2.168 0.356 -4.620
H -5.106 -0.876 -3.558
H -4.544 -4.308 -3.436
H -3.141 -4.931 -2.628
H -0.737 -1.850 -3.126
C 10.753 1.701 0.064
O 9.922 1.850 -1.070
C 9.696 0.621 -1.763
C 8.273 0.565 -2.323
O 7.261 0.359 -1.328
C 7.016 1.450 -0.429
C 6.367 2.671 -1.090
O 7.325 3.383 -1.873
C 6.763 3.954 -3.045
H 11.785 1.505 -0.244
H 10.723 2.634 0.633
H 10.392 0.898 0.713
H 9.865 -0.239 -1.106
H 10.417 0.575 -2.590
H 8.211 -0.304 -2.985
H 8.044 1.434 -2.939
H 7.921 1.713 0.119
H 6.310 1.059 0.313
H 6.002 3.357 -0.316
H 5.520 2.341 -1.701
H 6.189 3.211 -3.608
H 7.582 4.301 -3.682
H 6.129 4.803 -2.785
C -11.324 -2.596 3.917
O -10.318 -1.645 3.629
C -9.686 -1.127 4.801
C -8.198 -0.875 4.551
O -7.407 -2.069 4.474
C -7.605 -2.895 3.319
C -7.108 -2.271 2.010
O -8.003 -1.248 1.573
C -7.336 -0.167 0.939
H -12.196 -2.105 4.359
H -11.621 -3.072 2.978
H -10.948 -3.375 4.586
H -9.803 -1.812 5.647
H -10.181 -0.179 5.048
H -7.806 -0.321 5.410
H -8.033 -0.242 3.680
H -8.643 -3.222 3.248
H -7.011 -3.797 3.504
H -7.078 -3.036 1.227
H -6.097 -1.877 2.161
H -6.506 0.198 1.553
H -8.053 0.651 0.818
H -6.974 -0.472 -0.044
C -0.081 -1.077 1.772
O 0.917 -0.237 2.316
C 0.971 1.046 1.690
C 1.310 2.136 2.709
O 0.235 2.455 3.602
C -0.109 1.457 4.574
C 0.959 1.241 5.653
O 2.063 0.508 5.123
C 3.308 0.911 5.675
H 0.205 -1.407 0.769
H -0.179 -1.953 2.419
H -1.049 -0.569 1.742
H 0.021 1.286 1.200
H 1.758 1.003 0.925
H 1.511 3.058 2.154
H 2.221 1.908 3.261
H -0.395 0.524 4.088
H -1.010 1.834 5.069
H 0.537 0.649 6.473
H 1.278 2.213 6.043
H 3.427 1.998 5.624
H 4.107 0.455 5.083
H 3.390 0.569 6.708


Entry 4:
18
Properties=species:S:1:pos:R:3 method="wB97M-V/def2-TZVPD" e_tot_ev=-15461.6743 max_force_ev_per_a=8.5 de_lowest_kj_mol=815.3 orbital_gap_ev="7.30 / 7.13" multiplicity=1 lumo_energy_ev="-0.1 / -0.1"
O -1.149 1.216 -0.604
C -2.244 1.308 0.107
C -2.574 0.149 0.815
H -2.950 2.086 -0.200
H -2.104 -0.086 1.773
H -3.515 -0.317 0.512
O 2.530 1.289 -0.094
C 2.709 -0.026 0.264
C 1.568 -0.905 -0.235
O 0.340 -0.378 0.273
C -0.849 -0.551 -0.434
Ag 0.931 2.014 -0.186
H 2.775 -0.165 1.369
H 3.643 -0.477 -0.146
H 1.669 -1.956 0.085
H 1.527 -0.883 -1.338
H -1.788 -1.025 -0.761
H -0.521 -1.292 -1.198


Entry 5:
15
Properties=species:S:1:pos:R:3 method="wB97M-V/def2-TZVPD" e_tot_ev=-18640.7125 max_force_ev_per_a=6.9 de_lowest_kj_mol=244.6 orbital_gap_ev=9.72 multiplicity=1 total_charge=+1 smiles=CCOC#[N+]CS lumo_energy_ev=-3.7
C 1.683 0.778 -2.452
C 0.585 0.976 -1.313
O 0.443 -0.354 -0.589
C -0.216 -0.544 0.442
N -0.805 -0.845 1.447
C -1.617 -1.436 2.429
S -1.067 -1.670 4.271
H 2.426 -0.070 -2.186
H 1.290 0.582 -3.395
H 2.344 1.721 -2.458
H -0.424 1.222 -1.694
H 0.907 1.641 -0.424
H -1.773 -2.444 2.109
H -2.491 -0.909 2.496
H -0.033 -2.307 3.761


Entry 6:
11
Properties=species:S:1:pos:R:3 method="wB97M-V/def2-TZVPD" e_tot_ev=-8776.5490 max_force_ev_per_a=0.9 de_lowest_kj_mol=110.5 orbital_gap_ev=11.31 multiplicity=1 smiles="O=CCNC=O" lumo_energy_ev=0.9
O -1.706 1.299 0.163
C -0.999 0.847 1.039
C 0.267 0.121 0.709
N 0.481 0.290 -0.707
C 0.690 -0.933 -1.324
O 0.755 -1.986 -0.719
H -1.280 0.939 2.097
H 1.115 0.417 1.340
H 0.126 -0.957 0.867
H -0.308 0.853 -1.059
H 0.858 -0.891 -2.407


Entry 7:
19
Properties=species:S:1:pos:R:3 method="wB97M-V/def2-TZVPD" e_tot_ev=-10941.9331 max_force_ev_per_a=1.4 de_lowest_kj_mol=707.6 orbital_gap_ev="7.46 / 7.43" multiplicity=1 lumo_energy_ev="0.8 / 0.8"
C 1.097 -0.175 0.709
C -1.320 0.270 0.307
C -0.668 -0.957 -1.527
C 1.442 -0.035 -1.015
C -1.854 1.568 0.791
N 2.334 0.201 0.097
O -1.321 0.070 -0.992
O 0.923 -1.543 1.018
H 1.249 -1.698 1.913
H 3.057 -0.505 0.196
H 0.807 0.484 1.526
H -1.337 -0.609 0.941
H -0.603 -1.875 -0.957
H -0.719 -0.973 -2.606
H 1.122 0.875 -1.504
H 1.747 -0.838 -1.679
H -2.913 1.517 1.075
H -1.302 1.888 1.682
H -1.741 2.336 0.025


Entry 8:
66
Properties=species:S:1:pos:R:3 method="wB97M-V/def2-TZVPD" e_tot_ev=-45557.0480 max_force_ev_per_a=10.1 de_lowest_kj_mol=56.9 orbital_gap_ev=2.49 multiplicity=1 total_charge=-2 lumo_energy_ev=3.5
Be 0.923 0.998 0.543
C 1.821 3.277 2.179
O 2.511 2.625 1.420
O 0.615 3.118 2.156
O 2.306 3.754 3.231
O 2.125 -1.379 4.625
C 2.390 -0.339 3.902
O 3.330 0.419 4.143
O 1.607 -0.222 2.953
H 1.604 -1.781 3.925
O 4.948 0.035 -1.291
C 4.375 0.189 -0.181
O 5.056 0.586 0.827
O 3.160 0.145 -0.255
H 4.203 -0.318 -1.783
C -2.248 3.582 -1.523
C -1.077 2.633 -1.195
C 0.248 3.354 -1.231
O 1.347 2.532 -1.299
C 2.551 3.200 -1.764
N -1.379 2.057 0.052
H -2.514 4.367 -0.815
H -3.172 3.057 -1.762
H -2.021 4.166 -2.415
H -1.178 1.817 -1.911
H 0.335 4.205 -0.554
H 0.166 3.834 -2.206
H 3.453 3.380 -1.179
H 2.325 4.158 -2.233
H 2.833 2.526 -2.572
H -2.354 1.796 0.067
H -1.318 2.772 0.763
C -2.790 -2.009 0.735
C -1.805 -1.883 1.951
C -0.927 -3.128 2.253
O -0.084 -2.920 3.394
C -0.314 -3.773 4.517
N -1.096 -0.649 1.739
H -3.532 -2.730 1.075
H -2.236 -2.401 -0.118
H -3.279 -1.073 0.464
H -2.286 -1.578 2.880
H -0.187 -3.335 1.481
H -1.569 -4.006 2.319
H -0.372 -4.841 4.304
H -1.228 -3.526 5.057
H 0.517 -3.669 5.215
H -1.807 0.017 2.005
H -0.446 -0.735 2.507
C 0.476 -0.082 -3.205
C -0.360 -0.909 -2.119
C -0.756 -2.362 -2.751
O -1.613 -2.227 -3.857
C -2.955 -1.725 -3.638
N 0.570 -1.155 -1.026
H 0.875 0.839 -2.779
H -0.081 0.160 -4.110
H 1.365 -0.612 -3.548
H -1.261 -0.337 -1.896
H -1.174 -2.999 -1.971
H 0.224 -2.791 -2.960
H -3.531 -1.755 -4.563
H -3.148 -0.672 -3.428
H -3.463 -2.254 -2.832
H 1.278 -1.783 -1.381
H 0.024 -1.642 -0.330


Entry 9:
9
Properties=species:S:1:pos:R:3 method="wB97M-V/def2-TZVPD" e_tot_ev=-7727.6392 max_force_ev_per_a=4.2 de_lowest_kj_mol=492.5 orbital_gap_ev="9.27 / 6.14" multiplicity=1 lumo_energy_ev="-1.0 / -2.1"
O -1.790 0.685 -0.414
C -0.237 -0.649 -0.179
C 1.109 -0.276 -0.267
C 2.272 0.048 -0.344
C -1.160 -0.109 0.783
N -1.423 -0.176 1.952
H -1.492 1.606 -0.315
H -0.580 -1.464 -0.816
H 3.301 0.336 -0.400


Entry 10:
16
Properties=species:S:1:pos:R:3 method="wB97M-V/def2-TZVPD" e_tot_ev=-7390.9390 max_force_ev_per_a=0.4 de_lowest_kj_mol=369.2 orbital_gap_ev=8.34 multiplicity=1 lumo_energy_ev=-0.2
C -0.450 -1.413 -0.032
C 0.488 -0.226 0.273
C 1.706 -0.241 -0.689
O 1.367 0.433 -1.871
C -0.200 1.082 0.093
C -1.369 1.362 0.935
H -1.328 -1.433 0.620
H 0.099 -2.350 0.108
H -0.779 -1.372 -1.075
H 0.804 -0.310 1.329
H 1.978 -1.268 -0.960
H 2.580 0.216 -0.196
H 0.850 1.201 -1.537
H -2.096 1.978 0.392
H -0.944 2.055 1.684
H -1.869 0.539 1.466


Entry 11:
21
Properties=species:S:1:pos:R:3 method="wB97M-V/def2-TZVPD" e_tot_ev=-10427.8782 max_force_ev_per_a=7.1 de_lowest_kj_mol=540.2 orbital_gap_ev=9.95 multiplicity=1 lumo_energy_ev=1.0
C 2.918 -0.672 -0.254
C 1.437 -0.352 -0.418
C 0.873 1.110 -0.109
C -0.527 1.143 -0.681
C -1.145 -0.106 -0.061
C -2.485 -0.122 0.513
C 0.179 -0.683 0.623
H 2.859 -1.697 -0.748
H 3.140 -0.701 0.829
H 3.800 -0.144 -0.750
H 1.188 -0.493 -1.600
H 1.367 2.139 -0.421
H -0.750 1.309 -1.825
H -0.991 2.166 -0.257
H -2.846 -0.845 1.201
H -3.127 0.853 0.838
H -2.472 -0.332 -1.475
H -0.009 -1.642 1.117
H 0.421 1.099 1.885
N -2.295 -0.963 -0.673
N 0.857 0.445 1.178


Entry 12:
64
Properties=species:S:1:pos:R:3 method="wB97M-V/def2-TZVPD" e_tot_ev=-115729.5399 max_force_ev_per_a=2.9 s2=2.015 de_lowest_kj_mol=0.0 orbital_gap_ev="5.39 / 5.57" multiplicity=3 total_charge=+1 lumo_energy_ev="-4.6 / -4.4"
C 2.487 -3.084 -2.252
C 1.853 -1.875 -1.882
N 0.692 -1.934 -1.110
C 0.198 -3.142 -0.731
C 0.800 -4.327 -1.124
C 1.957 -4.309 -1.893
C 2.308 -0.596 -2.271
P 1.641 0.883 -1.531
W -0.071 -0.104 -0.215
P -1.883 -1.545 0.211
C -0.922 -3.118 0.269
C -1.157 1.774 0.116
C -0.561 2.518 1.133
C -1.224 3.640 1.622
C -2.385 4.105 0.994
C -2.913 3.406 -0.099
C -2.315 2.222 -0.551
O 0.547 -0.925 -4.602
O -1.696 -1.909 -3.618
H 3.376 -2.981 -2.859
H 0.347 -5.246 -0.768
H 2.417 -5.246 -2.204
C 2.860 1.635 -0.416
C 1.418 2.079 -2.856
H -1.645 -3.917 0.040
H -0.501 -3.303 1.273
H 1.319 -0.677 -4.020
H 3.233 -0.567 -2.855
C -2.493 -1.321 1.884
C -3.304 -1.894 -0.788
H 0.417 2.215 1.530
H -0.837 4.159 2.497
H -2.870 5.015 1.360
H -3.801 3.818 -0.583
H -2.683 1.643 -1.401
H -0.689 0.265 -1.843
H -2.409 -1.457 -4.102
H -0.851 -1.557 -4.023
H 0.947 -1.336 -5.388
H -1.009 -0.614 -1.587
H 3.764 1.905 -0.981
H 2.426 2.545 0.019
H 3.131 0.959 0.405
H 2.390 2.417 -3.245
H 0.831 1.660 -3.684
H 0.882 2.941 -2.445
H -3.888 -2.715 -0.348
H -3.934 -0.995 -0.800
H -3.036 -2.144 -1.824
H -3.150 -2.155 2.170
H -1.671 -1.248 2.605
H -3.062 -0.386 1.908
Se 1.128 -0.911 1.766
C 1.101 0.382 3.254
C 2.364 0.852 3.635
C 2.482 1.747 4.687
C 1.333 2.178 5.368
C 0.071 1.723 4.968
C -0.047 0.827 3.909
H 3.230 0.505 3.069
H 3.468 2.099 4.971
H 1.430 2.867 6.197
H -0.821 2.080 5.485
H -1.018 0.474 3.553